Entry 1:
This record from OMol25 describes a 2-piece molecular cluster, C60H52F6N3 overall. The level of theory is ωB97M-V/def2-TZVPD.

Last column: Mulliken charge in e.
Element x y z (Å)
1 H -4.2458 1.2932 5.9960  0.572
2 C 3.3359 2.3734 -5.8389  -0.999
3 C 1.5227 0.9741 -4.9747  1.000
4 H -0.5189 -0.0158 5.9835  0.399
5 C 1.7646 -8.2755 -1.0157  -0.105
6 C 2.3962 0.3236 -4.0815  -0.335
7 C 1.4644 1.0273 -9.5724  -0.769
8 H 4.0076 1.7455 -5.2410  0.327
9 H -0.5367 1.2056 -5.5795  0.522
10 C 3.6161 -9.2469 -2.2188  -0.353
11 C -0.0435 -3.1209 -0.1035  -0.863
12 C -4.9333 1.3003 1.6854  -0.628
13 H -2.6376 -1.8236 1.3662  0.446
14 F 4.3305 4.2907 -4.7882  -0.271
15 C -4.3947 3.4000 3.5249  -1.051
16 F 2.4042 4.5377 -5.8593  -0.242
17 C 1.4485 1.8066 -7.2839  -0.875
18 C -1.5931 4.3149 3.2350  0.296
19 C 0.2035 3.0163 -8.9640  -0.858
20 C 1.7579 -4.5228 -1.7306  -0.916
21 N -1.4213 1.1249 4.4616  0.214
22 C 0.4408 -2.5088 -1.2993  0.959
23 H -5.5432 1.8933 4.5559  0.571
24 C 3.1689 0.8315 2.6882  -0.684
25 H -0.1367 5.8966 3.2796  0.403
26 H -0.4210 3.8660 -9.2414  0.384
27 H -5.5684 2.1834 1.7578  0.472
28 H -0.7923 -2.6007 0.4901  0.203
29 C 3.5005 3.5374 3.3462  -0.725
30 H 0.2800 3.5492 -6.8587  0.469
31 C -1.5510 2.8559 1.3032  0.167
32 C 0.7554 0.9839 3.3989  -0.398
33 H 2.4093 -5.1109 -2.3802  0.523
34 C 0.6017 2.8641 -7.6403  0.188
35 H 3.0428 -0.2300 2.4850  0.620
36 H -2.6162 -0.0987 6.9789  0.302
37 C -2.8451 0.1793 2.1180  1.314
38 H -5.4905 6.5998 3.0306  0.419
39 C 0.4378 -4.3297 0.3182  -0.486
40 H -7.3168 5.7997 4.5469  0.384
41 C -5.3488 0.2123 0.9135  -0.983
42 C 4.3953 1.4648 2.4685  -0.575
43 H 5.4727 -8.1049 -2.1964  0.390
44 H -4.2529 0.3017 4.5231  0.304
45 H 0.7566 -8.2921 -0.6002  0.425
46 H -2.5597 2.6898 5.2678  0.662
47 H 0.0178 3.2353 -0.1223  0.527
48 H 0.5582 -0.0247 3.0071  0.212
49 C 2.3086 2.8870 3.6290  -0.408
50 C 1.9049 -0.4292 -3.0417  -1.132
51 C 0.0130 -1.2035 -1.6339  -0.773
52 C -2.6980 1.8353 4.5720  -0.570
53 C -5.4758 2.9445 4.2858  -0.029
54 F 4.4704 -5.9619 1.6078  -0.242
55 C 2.0733 1.5490 3.2316  0.759
56 C 3.8810 -7.0822 -1.1921  0.320
57 C -1.3379 -0.0984 5.2469  -0.467
58 C -3.6998 1.2637 2.3391  -0.860
59 H 2.4495 -7.3993 1.6100  0.409
60 N 2.0504 -6.1085 0.0518  0.599
61 F 2.4650 3.4665 -3.9288  -0.259
62 C 1.4205 -5.0009 -0.4438  1.157
63 H 5.5166 3.3293 2.6006  0.368
64 H -2.0087 2.0812 0.6846  0.550
65 H -1.8086 0.2305 2.4560  0.254
66 H 1.8065 0.3105 -10.3189  0.378
67 H 0.2535 2.1699 -10.9536  0.386
68 C -3.6087 0.7966 5.2577  -1.029
69 C -4.5368 -0.9124 0.7914  -0.748
70 H 1.6666 -10.1838 -1.9962  0.391
71 H -7.3053 3.4113 5.3154  0.415
72 C -2.0747 3.1855 2.5566  -1.171
73 C -3.2266 2.4292 3.2212  4.358
74 C -6.5085 3.7979 4.6770  -1.115
75 C 3.1618 3.6681 -5.1019  0.980
76 H 1.5337 3.4284 4.1675  0.534
77 H 3.5992 4.5909 3.6247  0.397
78 H -6.3141 0.2577 0.4087  0.422
79 C 2.1473 -6.3556 1.4865  -1.005
80 F 3.1375 -4.2012 1.6826  -0.226
81 C -3.2877 -0.9483 1.4217  -1.278
82 H -3.7537 5.0643 2.2619  0.478
83 H 1.5960 -2.9026 -3.1096  0.637
84 C -4.4793 4.6977 2.9926  -0.345
85 C 1.8978 0.9007 -8.2578  -0.027
86 C -0.2393 1.6657 4.0628  -0.486
87 C 2.2897 -9.3169 -1.7691  -0.788
88 H 2.6119 -0.9709 -2.4239  0.628
89 H 4.0252 -10.0601 -2.8202  0.401
90 H -1.0957 -0.9278 4.5592  0.277
91 C 0.6117 2.0818 -9.9238  -0.324
92 C 1.2965 -3.2950 -2.1409  -0.840
93 C -0.5091 5.0300 2.7290  -1.309
94 C 4.4235 -8.1460 -1.9002  -0.887
95 H -1.4331 0.0806 -3.5367  0.521
96 C 4.5590 2.8292 2.7678  -0.501
97 C 0.5108 -0.4963 -2.7754  0.473
98 C -0.3627 0.1522 -3.7009  -1.229
99 H 4.4638 -6.2024 -0.9174  0.479
100 C -5.4980 5.5694 3.3919  -0.984
101 C 3.2478 -5.5172 2.0740  0.966
102 C -2.7075 -0.2579 5.8987  -0.965
103 H -3.0768 -1.2701 5.7209  0.356
104 H 1.2094 -6.1037 1.9993  0.394
105 H -0.1459 2.7294 4.3143  0.343
106 C 0.1306 0.7961 -4.8200  -0.311
107 H 0.9377 5.1851 1.1375  0.456
108 C 2.5488 -7.1388 -0.7790  -0.913
109 N 2.0162 1.7569 -5.9886  0.679
110 C 0.0768 4.6376 1.5233  -0.441
111 H -0.8785 -0.8186 -1.1371  0.564
112 H 2.5727 0.1103 -7.9367  0.411
113 H 3.7219 2.5882 -6.8380  0.431
114 F 3.2873 -5.5448 3.4378  -0.273
115 H -4.8599 -1.7707 0.1989  0.388
116 H -2.0855 4.6413 4.1521  0.423
117 H 0.0421 -4.8111 1.2146  0.348
118 H 5.2452 0.8937 2.0941  0.386
119 C -0.4349 3.5483 0.8222  -1.165
120 C -6.5190 5.1224 4.2327  -0.514
121 H 3.4660 0.3503 -4.2652  0.339

Cartesian forces (eV/Å) of the 3 atoms listed first:
H 0.1 -0.2 -0.1
C -0.3 -0.5 0.0
C -0.1 -0.2 -0.1

As for the highest occupied orbital energy: -8.63 eV. The energy above the lowest of the compared OMol25 structures with the same formula, charge and spin is 72.7 kJ/mol. As for the net charge: +1. For the HOMO-LUMO gap, the calculation gives 3.96 eV. The calculation puts the largest force on an atom at 2.0 eV/Å.

Entry 2:
This record from OMol25 describes C3H7NO as an isolated structure. The level of theory is ωB97M-V/def2-TZVPD.

Last column: natural (NBO) charge in e.
Element x y z (Å)
1 H 1.5895 1.2687 1.2930  0.188
2 H -3.2883 -0.0179 -1.4882  0.143
3 H 3.5106 -0.1541 -0.6673  0.184
4 H 1.4015 0.0379 -1.3108  0.483
5 H -2.0737 0.0432 0.5983  0.337
6 H 3.7078 -0.0013 1.2741  0.221
7 C -3.6245 -0.5650 -0.3128  -0.068
8 C 3.1897 0.2222 0.3501  -0.567
9 H -4.4293 -1.3188 -0.4277  0.174
10 N -2.8478 -0.5840 0.7905  -0.587
11 C 1.8827 0.6809 0.4249  0.169
12 O 0.9817 0.3882 -0.5241  -0.678

Cartesian forces (eV/Å) of the 3 atoms listed first:
H -0.7 -0.5 -0.3
H -1.0 -1.3 3.9
H -0.1 0.0 1.5

As for the highest occupied orbital energy: -8.83 eV. The energy above the lowest of the compared OMol25 structures with the same formula, charge and spin is 388.9 kJ/mol. As for the net charge: 0. For the HOMO-LUMO gap, the calculation gives 9.62 eV. The calculation puts the largest force on an atom at 5.5 eV/Å.

Entry 3:
This record from OMol25 describes C5H8O3Rh as an isolated structure. The level of theory is ωB97M-V/def2-TZVPD.

Last column: Mulliken spin population.
Element x y z (Å)
1 H -0.1855 1.5344 -0.8043  0.059
2 H 0.6102 -2.8820 -0.4268  0.024
3 H 0.5415 -1.2321 -1.0978  0.015
4 H -2.6424 2.7076 0.6785  0.026
5 H -0.2223 -2.0575 1.7895  0.001
6 O -1.7148 -1.7099 0.3986  0.001
7 O -3.4740 -0.5615 -0.5725  0.014
8 Rh 3.3053 -0.4819 0.2948  2.383
9 C -2.5313 -0.9983 -0.1077  -0.020
10 H -0.9466 2.4124 1.3860  0.035
11 C 0.7414 -1.8147 -0.1784  0.013
12 C -1.2079 1.8915 -0.6567  0.409
13 C -1.6095 2.3888 0.5178  0.430
14 H -0.2781 -0.3608 1.1399  0.007
15 C -0.2509 -1.4265 0.8999  0.045
16 H -1.8700 1.8945 -1.5262  0.028
17 O 1.9718 -1.5616 0.3708  0.528

Cartesian forces (eV/Å) of the 3 atoms listed first:
H -0.3 0.0 0.0
H 0.3 0.2 0.1
H 0.4 -0.2 0.2

As for the highest occupied orbital energy (spin up / spin down): -22.67 / -22.75 eV. The spin multiplicity is 5. As for the net charge: +3. For the HOMO-LUMO gap (spin up / spin down), the calculation gives 9.86 / 5.55 eV. Its expectation value of S² is 6.0082. The calculation puts the largest force on an atom at 4.7 eV/Å.

Entry 4:
This record from OMol25 describes a 9-piece molecular cluster, C43H65IN3O16 overall. The level of theory is ωB97M-V/def2-TZVPD.

Last column: Mulliken charge in e.
Element x y z (Å)
1 H 7.7138 -5.1780 -0.8891  0.196
2 H 1.8654 -1.8699 -7.9132  0.269
3 H 4.7898 -0.8213 -1.6758  0.267
4 H 2.4555 -0.7081 -5.9205  0.298
5 H -2.4705 5.2729 8.6698  0.263
6 C 6.3839 -3.5376 -0.5924  0.344
7 H -3.1807 -0.5025 -0.6894  0.664
8 H -1.9625 3.1442 6.5523  0.176
9 H 0.0374 0.4080 -8.7755  0.264
10 H -6.9390 7.8384 1.7336  0.264
11 H -2.4538 2.6813 0.9027  0.252
12 H -1.2171 0.3667 3.8335  0.813
13 C -4.6446 7.7225 0.0475  -0.444
14 H -1.6330 -1.8453 -2.4971  0.394
15 C 6.6418 -4.9837 -0.9512  -0.151
16 H -1.0293 0.3389 -4.0690  0.157
17 C 2.7026 -1.1048 -1.4389  -0.030
18 C 8.0886 -8.7260 -4.5220  -0.507
19 H -8.2796 0.8659 1.6084  0.255
20 I 2.5625 -1.5427 4.6620  0.071
21 H -0.2088 -2.3178 -0.1221  0.466
22 H 1.0470 -2.8921 2.5022  0.074
23 H -3.6403 7.8888 -0.3327  0.319
24 H 3.7244 0.6855 -1.9308  0.288
25 H 5.3506 0.2020 2.4647  0.298
26 N 0.3611 -2.0701 0.6805  0.204
27 H -5.3985 9.5801 0.9638  0.338
28 H 6.2731 -6.7092 0.3665  0.354
29 H 6.8202 -4.8701 1.8918  0.284
30 H -4.1932 2.6411 0.4896  0.274
31 C 1.7047 -0.2213 -6.5406  -0.446
32 H -4.6391 2.8269 4.3494  0.371
33 C 1.5837 0.8071 -0.3020  -0.210
34 O -3.2112 0.1146 1.4322  -0.576
35 H 5.0468 -4.8447 1.9405  0.347
36 C 1.3077 -1.2299 0.5060  -1.486
37 O -0.8598 2.5417 -2.4713  -0.636
38 H -1.4624 -0.6884 -0.3330  -0.636
39 O 7.2271 -8.2196 -2.3927  -0.330
40 H 4.6584 -2.3741 3.1991  0.491
41 O -4.0451 4.5716 5.1999  -0.569
42 C 5.8652 -5.7297 0.1262  -0.643
43 C 3.4522 -1.4521 1.6488  -0.703
44 C 2.2344 0.7041 1.1465  -0.924
45 H 1.4791 1.1482 1.8047  0.486
46 N 1.5622 -0.6120 -0.7358  0.735
47 C 1.6546 -0.7992 -7.9452  -0.538
48 H 1.8901 0.8552 -6.5403  0.280
49 H 3.2019 1.2070 1.1202  0.330
50 C 0.0972 -2.6160 2.0368  -0.834
51 C -1.2342 1.4337 -2.2219  0.044
52 C -6.9705 0.3754 -0.0675  0.140
53 O 5.9331 -3.4451 0.6857  -0.298
54 C -1.3993 5.9204 6.9215  -0.445
55 C -3.4573 2.5303 1.2880  0.049
56 C -0.5560 -1.5275 2.7979  -0.978
57 H 4.8317 -5.8681 -0.1976  0.258
58 C 0.1969 -0.5762 -8.3326  -0.437
59 H -2.8409 3.6358 3.0286  0.141
60 H 5.7129 -0.5500 4.1014  0.395
61 H -6.7404 -0.5377 -0.6206  0.240
62 C -1.9535 -0.8026 -2.4633  -0.861
63 C -5.8991 7.7481 2.0548  -0.458
64 H 4.2364 -0.9999 1.0229  0.188
65 O -4.3712 5.3136 0.1770  -0.570
66 C -0.9566 -0.5695 3.3915  0.479
67 H -4.1806 4.3967 2.1837  -0.314
68 C -4.7015 2.6009 3.2970  -0.511
69 C -1.8129 4.8451 7.9111  -0.553
70 C 4.9501 -0.2412 3.3809  -1.182
71 C 6.5828 -8.5248 -4.6390  -0.389
72 O 6.5684 -2.5808 -1.2879  -0.617
73 C -3.1562 4.8136 5.9656  0.473
74 O -1.9931 1.1318 -1.1333  -0.048
75 O -9.3170 0.4337 -0.1220  -0.351
76 O -4.2804 1.2322 3.0665  -0.411
77 H -2.8744 -0.7172 -3.0417  0.331
78 C 8.4016 -8.0356 -3.2060  -0.402
79 O 5.0392 -8.5682 -2.7683  -0.575
80 C 4.0302 -1.4850 3.0888  -0.476
81 H 6.3334 -7.5785 -5.1222  0.246
82 H -1.2829 6.8938 7.3927  0.313
83 H 8.6546 -8.3269 -5.3618  0.322
84 H -4.0498 8.8162 1.8033  0.262
85 O 0.3983 -0.4603 -5.9876  -0.223
86 H -5.8406 7.9617 3.1198  0.314
87 O -9.6281 1.6440 -1.9926  -0.557
88 C -3.7594 3.4446 2.4665  0.274
89 C -0.9174 0.1770 -3.0013  0.642
90 O -5.4621 6.3987 1.8124  -0.385
91 H -0.1731 -1.3546 -8.9940  0.303
92 C -8.2214 0.1691 0.7685  -0.489
93 C -8.8964 1.2118 -1.1545  0.382
94 H -6.9200 1.3683 -2.0062  0.331
95 H 6.2693 -5.2104 -1.9466  0.247
96 C -2.1836 -0.2877 -1.0481  0.261
97 H 2.0127 1.5295 -0.9911  0.643
98 C 6.1535 -8.4622 -3.1888  0.532
99 N 2.1867 -0.7291 1.4722  1.221
100 H 9.2612 -8.4746 -2.7040  0.334
101 O -2.4681 5.9787 5.9599  -0.334
102 H 8.3113 -9.7915 -4.4436  0.268
103 C -7.4064 1.4646 -1.0393  -0.289
104 H -6.0949 0.6378 0.5250  -0.212
105 C -4.7736 6.3396 0.6483  0.548
106 C 5.9162 -4.7552 1.2901  -0.346
107 H -0.4742 5.6699 6.3968  0.259
108 H -5.3778 7.8287 -0.7536  0.276
109 H 2.7376 -2.1365 -1.7972  0.408
110 H -0.5337 -3.5074 2.0083  0.533
111 H 8.5740 -6.9633 -3.3300  0.234
112 C -0.5027 -0.6284 -6.9919  0.457
113 C -4.9627 8.6209 1.2374  -0.491
114 C 3.7925 -0.3774 -1.6908  -0.937
115 H -5.7419 2.7013 2.9757  0.174
116 H -0.9697 4.3828 8.4216  0.339
117 O -1.6743 -0.7598 -6.7998  -0.559
118 H -7.2480 2.4645 -0.6310  0.195
119 H 0.5080 1.0195 -0.2149  -0.388
120 H -8.3011 -0.8469 1.1497  0.328
121 H 6.0989 -9.3518 -5.1512  0.301
122 C -2.6046 3.8872 7.0294  -0.343
123 H 4.3162 0.4792 3.9149  0.377
124 H 2.3684 -0.3378 -8.6253  0.340
125 H 0.1017 -0.1372 -2.7668  -0.363
126 H 3.3811 -2.4945 1.3016  0.420
127 C -3.6016 1.1543 1.9049  0.387
128 H -3.4083 3.4001 7.5753  0.359

Cartesian forces (eV/Å) of the 3 atoms listed first:
H 0.0 0.1 -0.1
H 0.0 0.0 0.0
H -0.4 -0.3 -1.2

As for the highest occupied orbital energy: -11.17 eV. As for the net charge: +1. For the HOMO-LUMO gap, the calculation gives 7.90 eV. The calculation puts the largest force on an atom at 2.6 eV/Å.

Entry 5:
This record from OMol25 describes a 2-piece molecular cluster, C4H5NO2 overall. The level of theory is ωB97M-V/def2-TZVPD.

Last column: natural (NBO) charge in e.
Element x y z (Å)
1 H -1.2474 -1.2480 0.5807  0.209
2 C 0.7615 -0.1262 0.6423  0.072
3 H 0.2870 -2.2120 0.0364  0.236
4 H -0.5863 1.7195 0.6247  0.219
5 O 4.0190 0.9888 -0.0722  -0.297
6 H 0.9065 -0.2992 -1.5829  0.237
7 N 3.5484 -0.1516 0.0747  0.508
8 H 1.1360 1.8885 -0.0957  0.233
9 C 0.2791 1.2453 0.1464  -0.418
10 O 4.1151 -1.2100 -0.0259  -0.261
11 C -0.1570 -1.1780 0.2056  -0.442
12 C 0.3127 -0.0430 -0.7401  -0.295

Cartesian forces (eV/Å) of the 3 atoms listed first:
H 1.8 0.3 -0.5
C 0.5 1.2 0.1
H -0.5 1.6 0.0

As for the highest occupied orbital energy (spin up / spin down): -9.62 / -8.85 eV. The energy above the lowest of the compared OMol25 structures with the same formula, charge and spin is 866.7 kJ/mol. As for the net charge: 0. For the HOMO-LUMO gap (spin up / spin down), the calculation gives 8.97 / 6.75 eV. The calculation puts the largest force on an atom at 3.2 eV/Å.